Density functional theory data (ωB97M-V with the def2-TZVPD basis set) for C22H19ClN2O4 in the gas phase at a distorted geometry.

## Properties
HOMO level, Ha: -0.3175
Orbital gap, Eh: 0.3400
SMILES: Cc1onc(-c2ccccc2Cl)c1C(=O)OCC(=O)N1CCCc2ccccc21
Energy above the lowest of the compared OMol25 structures with the same formula, charge and spin, kcal per mole: 0.0

The geometry in ORCA input format:
```
! wB97M-V def2-TZVPD RIJCOSX def2/J DEFGRID3
* xyz 0 1
C -5.408 -2.639 -1.118
C -4.899 -1.261 -0.953
C -3.719 -0.785 -0.425
C -3.845 0.636 -0.549
N -4.991 0.937 -1.092
O -5.651 -0.227 -1.330
C -2.829 1.635 -0.201
C -2.059 2.219 -1.198
C -1.051 3.108 -0.876
C -0.803 3.424 0.449
C -1.570 2.861 1.455
C -2.576 1.971 1.125
Cl -3.539 1.273 2.375
H -1.389 3.104 2.491
H -0.011 4.112 0.707
H -0.452 3.544 -1.660
H -2.248 1.955 -2.227
C -2.559 -1.546 0.041
O -2.316 -2.689 -0.263
O -1.805 -0.807 0.864
C -0.522 -1.293 1.197
C 0.484 -0.553 0.295
O 0.088 0.051 -0.676
N 1.785 -0.598 0.687
C 2.768 0.171 0.015
C 2.471 1.466 -0.401
C 3.429 2.235 -1.031
C 4.699 1.725 -1.243
C 5.000 0.448 -0.813
C 4.049 -0.346 -0.181
C 4.444 -1.718 0.296
C 3.243 -2.521 0.780
C 2.330 -1.598 1.585
H 2.909 -1.090 2.365
H 1.532 -2.165 2.057
H 2.681 -2.912 -0.070
H 3.566 -3.364 1.393
H 5.161 -1.603 1.116
H 4.958 -2.250 -0.507
H 5.991 0.045 -0.966
H 5.452 2.321 -1.735
H 3.185 3.236 -1.351
H 1.484 1.864 -0.232
H -0.361 -1.059 2.251
H -0.490 -2.376 1.020
H -6.159 -2.855 -0.358
H -5.874 -2.749 -2.094
H -4.582 -3.337 -1.015
*
```

Mulliken population analysis, charges in e, atoms 1 to 4:
1 C -1.31
2 C -0.16
3 C 1.20
4 C -1.11

---

Density functional theory data (ωB97M-V with the def2-TZVPD basis set) for a molecular structure, C27H43Cl3MnN3O2PS.

## Properties
HOMO level (alpha / beta), Ha: -0.5071 / -0.5078
Orbital gap (alpha / beta), Eh: 0.2529 / 0.2748

The geometry in ORCA input format:
```
! wB97M-V def2-TZVPD RIJCOSX def2/J DEFGRID3
* xyz 2 2
Mn -0.020 0.853 0.991
Cl 4.093 6.340 -0.672
C 2.828 5.222 -0.354
C 3.120 4.027 0.287
C 2.073 3.161 0.524
Cl 2.337 1.625 1.310
C 0.760 3.421 0.153
O -0.231 2.539 0.404
C 0.507 4.632 -0.493
Cl -1.106 5.003 -0.975
C 1.530 5.528 -0.744
H 4.130 3.790 0.592
H 1.317 6.463 -1.243
N 0.175 2.798 3.457
C 0.025 1.511 3.862
C 0.067 1.180 5.229
C -0.120 -0.117 5.617
C -0.371 -1.103 4.651
C -0.381 -0.731 3.341
N -0.148 0.548 2.936
H 0.209 3.509 4.169
H -0.198 3.090 2.567
H 0.230 1.966 5.953
H -0.093 -0.376 6.668
H -0.550 -2.132 4.924
H -0.568 -1.439 2.547
O -1.930 0.584 0.769
S -2.920 1.763 1.019
C -3.482 2.249 -0.623
C -4.536 1.226 -1.024
C -5.409 1.052 0.215
C -4.459 0.874 1.403
H -2.595 2.321 -1.250
H -3.906 3.249 -0.504
H -4.060 0.282 -1.295
H -5.106 1.574 -1.884
H -6.077 0.195 0.138
H -6.029 1.937 0.363
H -4.132 -0.158 1.535
H -4.847 1.249 2.348
C 1.492 -3.691 0.750
C 2.130 -2.708 -0.243
C 2.851 -3.511 -1.336
C 3.145 -1.887 0.570
P 0.842 -1.566 -0.970
N 0.478 -0.517 0.247
C 1.499 -0.547 -2.397
C 0.657 0.728 -2.568
C 2.935 -0.070 -2.132
C 1.486 -1.363 -3.699
C -0.752 -2.451 -1.387
C -1.680 -1.519 -2.181
C -1.508 -2.771 -0.084
C -0.515 -3.740 -2.186
H 2.306 -4.246 1.220
H 0.838 -4.419 0.279
H 0.951 -3.176 1.545
H 3.526 -4.212 -0.841
H 3.459 -2.888 -1.988
H 2.169 -4.097 -1.950
H 3.883 -2.587 0.967
H 2.664 -1.397 1.417
H 3.682 -1.144 -0.009
H 0.784 1.402 -1.720
H -0.402 0.551 -2.722
H 1.035 1.249 -3.451
H 3.012 0.504 -1.209
H 3.207 0.594 -2.955
H 3.663 -0.876 -2.116
H 0.483 -1.599 -4.044
H 2.055 -2.289 -3.622
H 1.960 -0.756 -4.472
H -1.862 -0.589 -1.640
H -2.636 -2.034 -2.289
H -1.323 -1.296 -3.183
H -1.764 -1.857 0.452
H -0.981 -3.446 0.580
H -2.440 -3.264 -0.370
H 0.032 -3.574 -3.111
H -1.491 -4.148 -2.454
H 0.002 -4.502 -1.607
*
```

Mulliken population analysis, charges in e, atoms 1 to 4:
1 Mn -0.56
2 Cl -0.16
3 C 0.33
4 C -0.82

---

Density functional theory data (ωB97M-V with the def2-TZVPD basis set) for 21 unconnected molecules or ions with the total composition C21H84N42O21 at a distorted geometry.

## Properties
HOMO level, Ha: -0.3208
Orbital gap, Eh: 0.3000
Energy above the lowest of the compared OMol25 structures with the same formula, charge and spin, kcal per mole: 258.9

The geometry in ORCA input format:
```
! wB97M-V def2-TZVPD RIJCOSX def2/J DEFGRID3
* xyz 0 1
C -7.206 2.231 -0.501
O -7.559 1.867 0.632
N -6.262 1.759 -1.257
N -7.872 3.119 -1.153
H -6.211 2.054 -2.221
H -5.632 1.052 -0.906
H -8.589 3.625 -0.653
H -7.639 3.387 -2.099
C -0.374 -3.967 -3.265
O -0.857 -3.022 -2.665
N -1.084 -4.871 -3.855
N 0.873 -4.216 -3.486
H -2.086 -4.849 -3.732
H -0.705 -5.593 -4.452
H 1.021 -4.986 -4.123
H 1.606 -3.574 -3.220
C 1.009 3.696 1.373
O 2.168 3.652 1.571
N 0.407 3.603 0.229
N 0.120 3.849 2.288
H -0.602 3.624 0.260
H 0.951 3.811 -0.596
H 0.409 3.736 3.250
H -0.746 4.272 1.989
C 0.182 -0.749 0.943
O 1.219 -1.154 1.338
N 0.090 0.403 0.333
N -0.888 -1.425 0.900
H -0.681 0.804 -0.182
H 0.979 0.879 0.380
H -1.589 -1.080 0.260
H -0.813 -2.414 1.092
C 5.231 3.496 4.599
O 5.709 2.899 5.551
N 5.496 4.764 4.261
N 4.389 2.912 3.783
H 6.188 5.287 4.779
H 4.826 5.132 3.600
H 3.977 2.017 4.004
H 4.348 3.296 2.850
C -4.554 -0.567 0.402
O -5.263 -0.738 -0.617
N -4.798 -1.207 1.529
N -3.611 0.339 0.607
H -4.166 -1.082 2.307
H -5.492 -1.914 1.724
H -3.281 0.466 1.553
H -3.432 0.953 -0.174
C 3.390 -2.507 -1.033
O 4.141 -3.105 -1.827
N 2.233 -2.043 -1.493
N 3.512 -2.296 0.231
H 2.231 -1.916 -2.495
H 1.566 -1.533 -0.931
H 4.258 -2.838 0.644
H 2.688 -1.942 0.696
C -6.163 -1.700 -3.756
O -6.808 -2.038 -4.738
N -6.449 -2.109 -2.546
N -5.169 -0.872 -3.733
H -6.917 -2.986 -2.367
H -6.019 -1.520 -1.847
H -4.957 -0.669 -4.699
H -4.458 -1.141 -3.068
C -1.573 1.266 -2.398
O -1.957 1.520 -1.283
N -0.295 1.389 -2.813
N -2.321 0.984 -3.394
H 0.378 1.739 -2.147
H 0.125 1.164 -3.704
H -3.314 1.013 -3.208
H -1.897 0.483 -4.162
C -3.948 -4.531 -1.351
O -3.811 -5.292 -2.245
N -4.874 -4.616 -0.487
N -3.091 -3.640 -1.084
H -5.591 -5.279 -0.746
H -4.991 -3.851 0.162
H -3.300 -2.862 -0.475
H -2.388 -3.523 -1.799
C 3.393 1.454 -0.946
O 2.237 1.443 -1.279
N 3.887 1.314 0.244
N 4.268 1.498 -1.856
H 4.836 1.567 0.480
H 3.230 0.996 0.943
H 5.060 2.095 -1.667
H 3.885 1.523 -2.790
C -0.438 -6.187 0.580
O 0.080 -5.105 0.313
N -0.163 -6.925 1.569
N -1.438 -6.660 -0.176
H 0.638 -6.669 2.128
H -0.834 -7.627 1.846
H -1.916 -7.546 -0.106
H -1.580 -5.902 -0.829
C 0.981 3.638 -5.254
O 0.325 2.822 -5.956
N 0.908 4.933 -5.537
N 1.824 3.336 -4.271
H 1.538 5.601 -5.116
H 0.297 5.140 -6.313
H 1.994 4.191 -3.761
H 2.089 2.389 -4.040
C 3.197 -6.572 -1.307
O 2.614 -7.680 -1.260
N 2.751 -5.511 -0.717
N 4.228 -6.217 -2.026
H 2.861 -4.638 -1.213
H 1.789 -5.644 -0.439
H 4.387 -5.220 -1.980
H 4.558 -6.774 -2.801
C 2.415 -4.396 3.014
O 2.838 -4.281 4.152
N 3.015 -5.236 2.213
N 1.296 -3.930 2.535
H 2.767 -5.095 1.244
H 3.847 -5.730 2.505
H 1.004 -4.282 1.635
H 0.716 -3.344 3.118
C 3.209 -0.235 3.873
O 3.839 0.373 4.717
N 3.566 -0.340 2.612
N 2.120 -0.884 4.158
H 4.441 0.048 2.290
H 2.908 -0.948 2.147
H 1.653 -1.462 3.474
H 1.798 -0.730 5.103
C -2.859 4.805 0.274
O -2.414 4.162 1.198
N -3.636 5.853 0.264
N -2.676 4.378 -0.933
H -3.740 6.341 1.143
H -3.797 6.118 -0.697
H -2.286 3.469 -1.135
H -2.905 4.916 -1.757
C 2.852 5.946 -2.207
O 2.519 5.742 -3.354
N 3.081 7.179 -1.821
N 3.112 5.016 -1.322
H 3.425 7.524 -0.937
H 2.833 7.892 -2.492
H 2.945 5.221 -0.347
H 3.976 4.579 -1.609
C -1.950 -3.158 3.388
O -1.004 -2.940 4.084
N -2.203 -4.160 2.480
N -3.083 -2.701 3.784
H -1.496 -4.835 2.227
H -3.099 -4.201 2.015
H -2.985 -2.343 4.724
H -3.953 -2.895 3.308
C -1.537 0.955 4.400
O -1.863 0.276 5.364
N -0.483 0.668 3.732
N -2.159 1.964 3.925
H 0.093 -0.083 4.083
H -0.245 1.294 2.976
H -3.136 2.022 4.175
H -1.834 2.651 3.260
C 5.192 6.085 0.856
O 4.469 6.985 0.669
N 4.745 4.928 1.151
N 6.530 6.188 0.887
H 5.352 4.122 1.175
H 3.765 4.682 1.151
H 7.130 5.377 0.866
H 6.969 7.069 0.661
*
```

Mulliken population analysis, charges in e, atoms 1 to 4:
1 C 0.74
2 O -0.70
3 N -0.16
4 N -0.38

---

Density functional theory data (ωB97M-V with the def2-TZVPD basis set) for 5 unconnected molecules or ions with the total composition C32H46B2Cl13IN2O8S2 at a distorted geometry.

## Properties
HOMO level, Ha: -0.2922
Orbital gap, Eh: 0.2616
SMILES: CCCCCCCCCc1cc(B(O)N(C)C)c2c(c1CCCCS(=O)(=O)Cl)N(B(O)O)c1cc(COO)c(I)c(O)c1S2.ClC(Cl)Cl.ClC(Cl)Cl.ClC(Cl)Cl.ClC(Cl)Cl

The geometry in ORCA input format:
```
! wB97M-V def2-TZVPD RIJCOSX def2/J DEFGRID3
* xyz 0 1
C -5.211 1.659 7.408
C -3.718 1.209 6.849
C -3.864 0.514 5.365
C -3.102 -0.966 5.342
C -1.564 -0.841 4.698
C -0.450 -1.590 5.642
C 0.977 -1.919 4.904
C 1.775 -0.579 4.344
C 2.929 -1.090 3.247
C 2.500 -0.646 1.703
C 2.304 0.977 1.354
C 1.842 1.513 -0.133
B 1.619 3.089 -0.567
O 2.453 3.570 -1.724
N 0.641 4.059 0.083
C 0.681 3.968 1.600
C 1.074 5.510 -0.209
C 1.580 0.375 -1.288
C 1.787 -1.258 -0.994
C 2.266 -1.794 0.513
C 2.475 -3.406 0.723
C 1.097 -4.261 0.968
C 1.583 -5.738 1.583
C 0.326 -6.511 2.303
S 0.361 -8.353 1.927
O 0.850 -8.709 0.495
O 1.202 -9.112 2.992
Cl -1.638 -9.030 2.169
N 1.537 -2.328 -2.043
B 2.718 -2.518 -2.977
O 3.104 -3.765 -3.667
O 3.574 -1.313 -3.226
C 0.230 -2.122 -2.780
C -0.760 -3.426 -2.943
C -2.233 -3.223 -3.707
C -3.299 -4.463 -3.872
O -3.044 -5.386 -2.719
O -2.394 -6.447 -3.121
C -2.690 -1.754 -4.333
I -4.580 -1.378 -5.402
C -1.685 -0.434 -4.163
O -2.064 0.894 -4.676
C -0.255 -0.642 -3.389
S 0.987 0.774 -3.060
H -5.258 1.321 8.536
H -6.074 1.140 6.797
H -5.378 2.822 7.321
H -3.238 0.496 7.664
H -2.984 2.146 6.787
H -4.995 0.413 5.001
H -3.354 1.272 4.597
H -3.047 -1.450 6.420
H -3.714 -1.665 4.605
H -1.343 0.325 4.680
H -1.612 -1.304 3.599
H -0.366 -0.974 6.635
H -0.928 -2.642 5.941
H 1.684 -2.444 5.710
H 0.834 -2.725 4.036
H 2.323 -0.072 5.261
H 1.035 0.224 3.866
H 2.866 -2.281 3.285
H 4.015 -0.770 3.543
H 2.486 1.762 2.215
H 3.418 3.497 -1.446
H 0.309 2.919 2.016
H 1.814 4.107 1.947
H 0.080 4.842 2.140
H 0.591 6.270 0.571
H 0.725 5.860 -1.289
H 2.235 5.630 -0.117
H 3.255 -3.580 1.578
H 2.984 -3.823 -0.273
H 0.382 -3.722 1.746
H 0.559 -4.412 -0.086
H 2.483 -5.607 2.356
H 2.038 -6.394 0.699
H 0.457 -6.346 3.474
H -0.661 -6.028 1.878
H 3.281 -3.609 -4.645
H 3.690 -1.186 -4.232
H -0.427 -4.484 -2.507
H -3.271 -5.002 -4.911
H -4.404 -4.054 -3.684
H -1.508 -6.432 -2.625
H -2.697 1.339 -4.037
C 4.614 3.201 -4.398
Cl 5.477 3.073 -2.855
Cl 5.227 4.571 -5.341
Cl 4.761 1.696 -5.320
H 3.556 3.374 -4.187
C -5.588 3.290 -5.083
Cl -4.370 3.072 -6.351
Cl -6.720 1.928 -5.067
Cl -4.813 3.474 -3.501
H -6.150 4.203 -5.299
C -1.705 8.285 -2.539
Cl -0.487 8.067 -3.807
Cl -2.838 6.922 -2.523
Cl -0.930 8.468 -0.956
H -2.267 9.197 -2.755
C 4.351 7.671 -8.134
Cl 4.793 9.186 -8.940
Cl 5.800 6.815 -7.580
Cl 3.256 7.986 -6.777
H 3.831 7.036 -8.856
*
```

Mulliken population analysis, charges in e, atoms 1 to 4:
1 C -0.85
2 C -0.36
3 C -0.61
4 C -0.67

---

Density functional theory data (ωB97M-V with the def2-TZVPD basis set) for a molecular structure, C23H30ClCrN3O2S4Sb.

## Properties
HOMO level (alpha / beta), Ha: -0.2589 / -0.2680
Orbital gap (alpha / beta), Eh: 0.2649 / 0.2183
Energy above the lowest of the compared OMol25 structures with the same formula, charge and spin, kcal per mole: 0.0

The geometry in ORCA input format:
```
! wB97M-V def2-TZVPD RIJCOSX def2/J DEFGRID3
* xyz 0 6
Cr -2.768 2.820 0.037
S -4.577 3.110 2.342
Sb -4.005 5.255 1.429
S -4.632 4.200 -0.643
S -1.719 4.735 1.016
C -5.787 -0.462 -0.425
S -4.379 0.259 0.378
O -3.748 1.107 -0.727
C -3.363 -1.193 0.530
C -2.593 -1.622 -0.541
C -1.768 -2.725 -0.368
C -1.716 -3.374 0.862
C -2.483 -2.924 1.927
C -3.307 -1.818 1.767
H -5.460 -0.839 -1.395
H -6.524 0.332 -0.539
H -6.171 -1.263 0.207
H -2.628 -1.088 -1.484
H -1.165 -3.078 -1.196
H -1.067 -4.231 0.991
H -2.427 -3.419 2.887
H -3.887 -1.435 2.601
C 3.139 -0.312 2.917
C 3.357 0.568 1.680
C 4.877 0.750 1.529
C 2.744 1.957 1.919
C 2.789 -0.116 0.394
O 3.568 -1.280 0.081
C 2.790 0.873 -0.790
C 2.821 0.281 -2.206
C 1.520 -0.206 -2.801
C 0.508 0.691 -3.144
C -0.682 0.260 -3.713
C -0.857 -1.093 -3.959
Cl -2.336 -1.654 -4.685
C 0.134 -2.007 -3.644
C 1.311 -1.557 -3.060
C 1.412 -0.785 0.591
N 0.309 0.112 0.926
C -0.433 0.831 0.098
N -1.318 1.527 0.783
C -1.074 1.180 2.076
N -0.110 0.301 2.209
H 3.737 0.077 3.743
H 3.463 -1.339 2.729
H 2.099 -0.323 3.241
H 5.236 1.410 2.321
H 5.173 1.207 0.581
H 5.412 -0.196 1.643
H 3.078 2.325 2.891
H 1.654 1.958 1.941
H 3.068 2.684 1.171
H 4.493 -1.021 0.012
H 3.667 1.512 -0.694
H 1.939 1.553 -0.685
H 3.536 -0.541 -2.228
H 3.215 1.059 -2.864
H 0.658 1.756 -2.983
H -1.461 0.964 -3.980
H -0.012 -3.057 -3.862
H 2.089 -2.270 -2.813
H 1.481 -1.527 1.379
H 1.140 -1.300 -0.328
H -0.327 0.807 -0.976
H -1.633 1.592 2.902
*
```

Mulliken population analysis, charges in e, atoms 1 to 4:
1 Cr 1.08
2 S -0.41
3 Sb 0.22
4 S -0.48

---

Q: What is the formula in the first record?
A: C22H19ClN2O4

---

Please write out number 2 again, unchanged.
Density functional theory data (ωB97M-V with the def2-TZVPD basis set) for a molecular structure, C27H43Cl3MnN3O2PS.

## Properties
HOMO level (alpha / beta), Ha: -0.5071 / -0.5078
Orbital gap (alpha / beta), Eh: 0.2529 / 0.2748

The geometry in ORCA input format:
```
! wB97M-V def2-TZVPD RIJCOSX def2/J DEFGRID3
* xyz 2 2
Mn -0.020 0.853 0.991
Cl 4.093 6.340 -0.672
C 2.828 5.222 -0.354
C 3.120 4.027 0.287
C 2.073 3.161 0.524
Cl 2.337 1.625 1.310
C 0.760 3.421 0.153
O -0.231 2.539 0.404
C 0.507 4.632 -0.493
Cl -1.106 5.003 -0.975
C 1.530 5.528 -0.744
H 4.130 3.790 0.592
H 1.317 6.463 -1.243
N 0.175 2.798 3.457
C 0.025 1.511 3.862
C 0.067 1.180 5.229
C -0.120 -0.117 5.617
C -0.371 -1.103 4.651
C -0.381 -0.731 3.341
N -0.148 0.548 2.936
H 0.209 3.509 4.169
H -0.198 3.090 2.567
H 0.230 1.966 5.953
H -0.093 -0.376 6.668
H -0.550 -2.132 4.924
H -0.568 -1.439 2.547
O -1.930 0.584 0.769
S -2.920 1.763 1.019
C -3.482 2.249 -0.623
C -4.536 1.226 -1.024
C -5.409 1.052 0.215
C -4.459 0.874 1.403
H -2.595 2.321 -1.250
H -3.906 3.249 -0.504
H -4.060 0.282 -1.295
H -5.106 1.574 -1.884
H -6.077 0.195 0.138
H -6.029 1.937 0.363
H -4.132 -0.158 1.535
H -4.847 1.249 2.348
C 1.492 -3.691 0.750
C 2.130 -2.708 -0.243
C 2.851 -3.511 -1.336
C 3.145 -1.887 0.570
P 0.842 -1.566 -0.970
N 0.478 -0.517 0.247
C 1.499 -0.547 -2.397
C 0.657 0.728 -2.568
C 2.935 -0.070 -2.132
C 1.486 -1.363 -3.699
C -0.752 -2.451 -1.387
C -1.680 -1.519 -2.181
C -1.508 -2.771 -0.084
C -0.515 -3.740 -2.186
H 2.306 -4.246 1.220
H 0.838 -4.419 0.279
H 0.951 -3.176 1.545
H 3.526 -4.212 -0.841
H 3.459 -2.888 -1.988
H 2.169 -4.097 -1.950
H 3.883 -2.587 0.967
H 2.664 -1.397 1.417
H 3.682 -1.144 -0.009
H 0.784 1.402 -1.720
H -0.402 0.551 -2.722
H 1.035 1.249 -3.451
H 3.012 0.504 -1.209
H 3.207 0.594 -2.955
H 3.663 -0.876 -2.116
H 0.483 -1.599 -4.044
H 2.055 -2.289 -3.622
H 1.960 -0.756 -4.472
H -1.862 -0.589 -1.640
H -2.636 -2.034 -2.289
H -1.323 -1.296 -3.183
H -1.764 -1.857 0.452
H -0.981 -3.446 0.580
H -2.440 -3.264 -0.370
H 0.032 -3.574 -3.111
H -1.491 -4.148 -2.454
H 0.002 -4.502 -1.607
*
```

Mulliken population analysis, charges in e, atoms 1 to 4:
1 Mn -0.56
2 Cl -0.16
3 C 0.33
4 C -0.82